{"formula": "C8H17N2O5S", "method": "the ωB97M-V functional and the def2-TZVPD basis", "total_charge": -1, "gap_ev": 4.157, "e_homo_ev": -1.45, "symbols": ["N", "N", "C", "C", "C", "C", "S", "O", "O", "O", "H", "H", "H", "H", "H", "H", "H", "H", "H", "H", "H", "O", "C", "O", "C", "C", "C", "H", "H", "H", "H", "H", "H"], "xyz": [[2.27534, 1.46644, -1.60917], [1.76882, 0.26186, -0.97231], [0.70900, 0.63525, -0.10523], [0.24422, -0.57359, 0.71226], [1.37950, -1.32684, 1.43381], [2.58479, -0.42363, 1.67334], [3.74325, -1.11701, 2.79233], [4.23428, -2.37798, 2.31918], [3.27867, -1.03732, 4.14991], [4.96678, -0.07364, 2.64468], [1.81996, 2.29705, -1.21817], [3.26279, 1.57276, -1.35276], [1.01227, 1.45953, 0.61200], [-0.18009, 1.05012, -0.63101], [-0.48668, -0.22561, 1.45144], [-0.28545, -1.26854, 0.05311], [1.02016, -1.72263, 2.38960], [1.70649, -2.18364, 0.84548], [3.06320, -0.25669, 0.69724], [2.29716, 0.54906, 2.08277], [4.64601, 0.71584, 2.18650], [-2.46148, 1.58527, 0.24068], [-3.06620, 1.00801, -0.60569], [-4.27954, 1.43310, -1.07347], [-4.79468, 0.49350, -2.02555], [-3.57958, -0.26755, -2.54808], [-2.66121, -0.26091, -1.33059], [-5.50152, -0.16542, -1.51314], [-5.32712, 1.05019, -2.79429], [-3.82854, -1.25982, -2.91949], [-3.11537, 0.29312, -3.36053], [-2.84646, -1.10346, -0.66119], [-1.59875, -0.22684, -1.56366]], "forces_ev_per_angstrom": [[-0.02, 0.00, -0.17], [-0.09, -0.06, 0.13], [0.43, -0.33, -0.42], [-0.17, 0.24, 0.13], [-0.08, -0.09, 0.10], [0.09, 0.07, -0.13], [-0.06, -0.14, 0.03], [0.02, 0.08, 0.06], [0.02, 0.02, -0.04], [0.02, 0.03, -0.02], [0.02, -0.02, 0.03], [-0.04, 0.02, 0.04], [-0.12, 0.01, 0.03], [0.03, 0.17, 0.21], [0.01, 0.00, -0.04], [0.14, -0.06, 0.02], [-0.02, 0.02, -0.03], [0.08, 0.10, -0.06], [-0.12, 0.01, -0.06], [-0.04, -0.10, 0.11], [0.03, -0.02, 0.03], [-0.34, 0.26, 0.18], [0.25, -0.26, -0.06], [0.00, 0.03, 0.03], [-0.01, -0.04, -0.05], [0.04, 0.04, 0.03], [-0.08, 0.10, -0.21], [0.01, -0.02, -0.01], [0.00, 0.03, 0.02], [-0.03, -0.01, 0.04], [0.00, -0.01, -0.01], [0.03, -0.01, 0.01], [0.01, -0.05, 0.08]], "lowdin_charge": [-0.13, -0.27, -0.45, -0.22, -0.22, -0.30, 0.58, -0.29, -0.31, -0.18, 0.00, 0.00, 0.08, 0.07, 0.10, 0.08, 0.10, 0.11, 0.09, 0.10, 0.08, 0.13, -0.48, 0.01, -0.17, -0.15, -0.08, 0.12, 0.12, 0.11, 0.12, 0.13, 0.11]}

=====

{"formula": "C2H3N5O", "method": "the ωB97M-V functional and the def2-TZVPD basis", "smiles": "[H]/N=c1/nnnc(O)[nH]1", "gap_ev": 9.296, "e_homo_ev": -9.69, "symbols": ["C", "C", "H", "H", "H", "N", "N", "N", "N", "N", "O"], "xyz": [[-1.02680, -0.19277, 0.06021], [1.28079, -0.23280, 0.02888], [-2.91984, -0.43675, -0.35304], [2.20542, -1.92531, -0.26643], [0.06072, -1.96495, 0.07503], [-1.19718, 1.07086, -0.04567], [0.05551, 1.70423, 0.05917], [1.15063, 1.11495, -0.05242], [2.33144, -0.83935, -0.11891], [-0.01563, -0.96006, 0.27177], [-2.14295, -0.96926, -0.09847]], "forces_ev_per_angstrom": [[-5.90, -2.08, -1.11], [-3.79, -2.11, 0.22], [0.60, 0.07, 0.26], [0.33, 2.82, 0.84], [-0.92, 0.76, 0.28], [2.57, 0.51, 0.75], [-0.64, 1.31, -0.92], [0.19, 1.58, 1.14], [2.52, -3.66, -1.25], [5.23, 0.62, -0.16], [-0.19, 0.18, -0.07]], "lowdin_charge": [-0.53, -0.48, 0.13, 0.11, 0.17, 0.10, 0.01, 0.06, 0.15, 0.20, 0.08]}

=====

{"formula": "C4H7O3", "method": "the ωB97M-V functional and the def2-TZVPD basis", "total_charge": -1, "smiles": "O=C(O)CCC[O-]", "gap_ev": 5.906, "e_homo_ev": -2.51, "symbols": ["C", "O", "C", "C", "C", "O", "O", "H", "H", "H", "H", "H", "H", "H"], "xyz": [[-1.81071, 0.34826, 0.83964], [-1.38648, -0.02291, 2.06656], [-0.76654, -0.00158, -0.27534], [0.63578, 0.33691, 0.27924], [1.86723, -0.35524, -0.29723], [1.40962, -1.13510, -1.36641], [3.03575, -0.10805, -0.20242], [-2.75370, -0.17766, 0.57552], [-1.98340, 1.43810, 0.72898], [-0.94498, 0.44844, -1.24792], [-0.82507, -1.09808, -0.42487], [0.88560, 1.35579, -0.05698], [0.49380, 0.23517, 1.36392], [2.14311, -1.26404, -1.98269]], "forces_ev_per_angstrom": [[0.51, -0.39, 0.32], [0.05, 0.10, -0.03], [0.56, -1.44, 0.55], [0.23, 0.09, -0.42], [-2.10, 0.16, -2.07], [0.58, -0.07, 0.27], [0.34, -0.13, 0.71], [-0.18, 0.24, -0.41], [-0.31, 0.42, 0.03], [-0.13, 0.30, -0.18], [0.04, 0.44, 0.08], [-0.12, 0.18, 0.72], [0.30, 0.25, 0.13], [0.24, -0.14, 0.32]], "lowdin_charge": [-0.54, -0.37, -0.21, -0.12, -0.48, 0.02, 0.06, 0.07, 0.07, 0.08, 0.10, 0.12, 0.10, 0.10]}

=====

{"formula": "C4H8N2O2", "method": "the ωB97M-V functional and the def2-TZVPD basis", "gap_ev": 8.595, "e_homo_ev": -8.07, "symbols": ["C", "N", "N", "C", "C", "C", "O", "O", "H", "H", "H", "H", "H", "H", "H", "H"], "xyz": [[1.22964, 0.10127, 0.80755], [1.16254, 0.77305, -0.48459], [-1.71748, 1.26331, -0.59068], [-0.43368, -0.64572, 0.97057], [0.21247, -0.15880, -0.98251], [-1.16062, -0.00578, -0.81398], [2.09546, -0.96488, 0.90147], [-0.39601, -1.83314, 1.27449], [1.53753, -1.75961, 1.07828], [2.04868, 0.71484, -0.97884], [1.33053, 0.82078, 1.62150], [-1.08559, 2.03077, -0.77279], [-2.64424, 1.39588, -0.96261], [-0.93869, 0.17286, 1.49112], [0.55547, -1.12960, -1.32357], [-1.79600, -0.77522, -1.23542]], "forces_ev_per_angstrom": [[-1.80, -0.58, 1.54], [-0.65, -0.58, -0.23], [-0.10, -0.35, 0.21], [3.99, 0.76, 1.53], [-1.75, -0.31, -0.47], [1.20, 1.32, -1.82], [0.13, -0.09, -0.23], [-0.40, 0.12, -0.46], [-0.02, 0.24, 0.00], [-0.05, -0.05, 0.06], [0.37, -0.06, 0.02], [-0.05, -0.07, 0.00], [0.11, 0.01, 0.05], [-1.00, -0.26, -0.68], [0.06, -0.04, 0.04], [-0.03, -0.07, 0.44]], "lowdin_charge": [-0.35, 0.04, 0.06, -0.28, -0.13, -0.21, -0.02, -0.04, 0.09, 0.12, 0.13, 0.09, 0.09, 0.13, 0.14, 0.14]}